# 1
Here is a structure of composition C44H41F3KN7O4Se in a non-equilibrium geometry from OMol25. Energies are from the ωB97M-V functional and the def2-TZVPD basis.

Geometry as ORCA input:
```
! wB97M-V def2-TZVPD RIJCOSX def2/J DEFGRID3
* xyz -2 1
K 1.643 -1.318 0.426
C 5.216 -5.923 -0.628
C 4.194 -6.090 0.297
C 3.789 -5.037 1.099
C 4.394 -3.780 0.999
C 5.415 -3.622 0.057
C 5.819 -4.677 -0.742
N 3.954 -2.696 1.744
C 4.321 -2.547 2.986
C 5.187 -3.476 3.693
C 5.538 -3.285 4.992
C 5.089 -2.162 5.732
C 4.292 -1.246 5.102
C 3.900 -1.395 3.757
N 3.165 -0.446 3.087
N 2.846 0.592 3.741
C 2.216 1.600 2.987
C 1.554 2.600 3.706
C 1.076 3.695 3.028
C 1.227 3.753 1.646
C 1.838 2.683 1.021
N 2.346 1.637 1.662
H 5.521 -6.743 -1.266
H 3.694 -7.048 0.382
H 2.973 -5.161 1.801
H 5.864 -2.642 -0.047
H 6.605 -4.522 -1.473
H 5.546 -4.340 3.150
H 6.185 -4.012 5.477
H 5.380 -2.035 6.768
H 3.940 -0.365 5.621
H 1.438 2.480 4.773
H 0.571 4.492 3.561
H 0.853 4.585 1.066
H 1.931 2.667 -0.059
O 0.094 -3.602 -2.344
C 1.025 -2.797 -2.172
O 1.929 -2.786 -1.318
C 1.019 -1.607 -3.158
C 0.315 -1.750 -4.388
C 0.231 -0.696 -5.239
C 0.828 0.536 -4.873
C 0.746 1.707 -5.662
C 1.339 2.865 -5.249
C 2.051 2.900 -4.029
C 2.140 1.783 -3.249
C 1.519 0.576 -3.646
N 1.614 -0.495 -2.812
H -0.149 -2.706 -4.587
H -0.303 -0.768 -6.182
H 0.193 1.670 -6.594
H 1.259 3.763 -5.850
H 2.516 3.823 -3.708
H 2.660 1.785 -2.302
C -5.229 -0.629 -3.265
C -4.106 0.374 -3.503
C -2.711 -0.192 -3.269
C -2.434 -0.636 -1.836
N -2.868 0.306 -0.817
C -2.276 1.496 -0.536
Se -1.017 2.351 -1.555
N -2.824 1.948 0.623
C -2.353 3.079 1.391
C -3.344 4.239 1.375
C -3.460 4.925 0.015
C -2.241 5.772 -0.328
C -3.755 1.044 1.089
C -4.540 1.041 2.229
C -5.381 -0.044 2.416
C -5.422 -1.093 1.495
C -4.622 -1.093 0.363
C -3.790 -0.001 0.170
H -6.194 -0.229 -3.581
H -5.315 -0.889 -2.210
H -5.049 -1.552 -3.821
H -4.249 1.249 -2.862
H -4.158 0.738 -4.534
H -1.969 0.554 -3.555
H -2.552 -1.069 -3.902
H -1.372 -0.843 -1.689
H -2.951 -1.570 -1.619
H -1.396 3.363 0.957
H -2.159 2.719 2.404
H -3.024 4.967 2.128
H -4.326 3.873 1.688
H -4.358 5.553 0.007
H -3.594 4.165 -0.759
H -2.092 6.559 0.414
H -2.352 6.242 -1.305
H -1.344 5.154 -0.371
H -4.468 1.830 2.963
H -5.995 -0.092 3.304
H -6.065 -1.942 1.684
H -4.617 -1.938 -0.309
F -1.961 -2.622 1.361
C -1.415 -2.002 2.424
F -0.352 -2.754 2.783
F -2.308 -2.109 3.420
C -0.960 -0.531 2.119
O -1.142 0.280 3.024
O -0.439 -0.408 0.995
*
```

Kohn-Sham gap, eV: 5.5730
Relative energy (zero: lowest compared OMol25 entry of this formula, charge and spin), kJ/mol: 114.1



# 2
Here is a cluster of 2 separate species, C44H42N2O4S2 in total in a non-equilibrium geometry from OMol25. Energies are from the ωB97M-V functional and the def2-TZVPD basis.

Geometry as ORCA input:
```
! wB97M-V def2-TZVPD RIJCOSX def2/J DEFGRID3
* xyz 0 1
C 7.846 -0.262 2.242
N 6.873 -1.322 2.126
C 7.433 -2.599 1.761
C 5.531 -1.126 2.279
C 4.625 -2.223 2.377
C 3.255 -2.024 2.483
C 2.698 -0.718 2.507
C 1.270 -0.453 2.442
C 0.398 -1.400 1.846
C -0.990 -1.322 1.791
C -1.877 -2.442 1.657
C -3.256 -2.298 1.988
C -4.158 -3.341 1.802
C -3.711 -4.576 1.304
C -2.345 -4.766 1.050
C -1.434 -3.722 1.236
C 0.759 0.780 3.043
C -0.240 1.540 2.401
C -0.643 2.782 2.870
C -0.177 3.268 4.117
N -0.598 4.482 4.595
C -0.630 4.774 6.011
C -1.019 5.549 3.712
C 0.750 2.465 4.842
C 1.260 1.303 4.274
C 3.615 0.367 2.512
C 4.980 0.183 2.363
H 7.469 0.571 2.845
H 8.755 -0.654 2.720
H 8.146 0.129 1.255
H 6.671 -3.250 1.328
H 8.230 -2.452 1.021
H 7.882 -3.111 2.626
H 5.023 -3.239 2.385
H 2.606 -2.896 2.575
H 0.875 -2.294 1.429
H -1.474 -0.431 2.168
H -3.577 -1.367 2.462
H -5.218 -3.191 2.032
H -4.429 -5.368 1.090
H -1.989 -5.736 0.692
H -0.363 -3.909 1.132
H -0.678 1.167 1.477
H -1.361 3.376 2.297
H -0.580 3.838 6.582
H 0.212 5.417 6.320
H -1.565 5.296 6.271
H -0.704 5.343 2.680
H -2.114 5.686 3.716
H -0.564 6.503 4.024
H 1.106 2.807 5.821
H 2.069 0.786 4.798
H 3.233 1.387 2.577
H 5.625 1.061 2.296
C 0.133 -4.355 -3.839
C -1.170 -4.196 -3.351
C -1.599 -2.971 -2.861
C -0.783 -1.811 -2.937
C -1.310 -0.509 -2.564
S -0.313 0.858 -3.136
C -0.864 2.490 -2.573
C -1.170 3.489 -3.500
C -1.689 4.706 -3.045
C -1.874 4.920 -1.679
C -1.523 3.926 -0.756
C -1.006 2.709 -1.204
O 1.060 0.735 -2.646
O -0.586 0.889 -4.565
S -3.075 -0.226 -2.825
C -3.510 -0.415 -4.580
C -3.329 0.622 -5.499
C -3.655 0.427 -6.844
C -4.219 -0.778 -7.264
C -4.527 -1.759 -6.316
C -4.184 -1.574 -4.977
O -3.785 -1.223 -2.054
O -3.331 1.182 -2.545
C 0.553 -2.007 -3.421
C 0.985 -3.245 -3.879
H 0.501 -5.335 -4.138
H -1.866 -5.029 -3.317
H -2.596 -2.888 -2.437
H -1.037 3.298 -4.566
H -1.958 5.470 -3.775
H -2.303 5.855 -1.326
H -1.669 4.081 0.314
H -0.733 1.906 -0.519
H -2.957 1.591 -5.179
H -3.463 1.225 -7.560
H -4.419 -0.953 -8.323
H -5.033 -2.675 -6.616
H -4.457 -2.318 -4.231
H 1.250 -1.171 -3.475
H 2.009 -3.312 -4.245
*
```

Kohn-Sham gap, eV: 3.1545



# 3
Here is a structure of composition C44H42N5O3P2PtSe2 from OMol25. Energies are from the ωB97M-V functional and the def2-TZVPD basis.

Geometry as ORCA input:
```
! wB97M-V def2-TZVPD RIJCOSX def2/J DEFGRID3
* xyz 1 1
Pt -0.490 -0.563 0.295
N -0.588 -0.785 -1.843
N -1.803 -0.262 -2.304
C -2.831 -0.200 -1.370
O -3.964 0.093 -1.631
O -2.437 -0.519 -0.131
H 0.193 -0.299 -2.281
H -0.473 -1.799 -1.965
H -2.024 -0.327 -3.286
Se 4.632 -5.079 -1.747
P 4.848 -3.373 -0.562
C 5.401 -3.781 1.112
C 4.447 -4.237 2.021
C 4.837 -4.699 3.266
C 6.183 -4.725 3.608
C 7.136 -4.298 2.696
C 6.748 -3.828 1.450
C 5.989 -2.150 -1.263
C 6.733 -1.271 -0.485
C 7.588 -0.357 -1.086
C 7.705 -0.319 -2.465
C 6.968 -1.199 -3.248
C 6.115 -2.112 -2.653
C 3.227 -2.515 -0.311
C 2.735 -1.272 0.089
N 1.379 -1.380 -0.050
N 1.083 -2.622 -0.493
N 2.168 -3.287 -0.652
P 3.327 0.369 0.628
Se 0.636 0.348 2.276
C 4.809 0.080 1.631
C 5.930 0.897 1.516
C 6.976 0.774 2.418
C 6.910 -0.162 3.440
C 5.785 -0.963 3.571
C 4.733 -0.833 2.680
C 3.861 1.171 -0.915
C 3.950 0.531 -2.145
C 4.263 1.252 -3.289
C 4.508 2.614 -3.210
C 4.428 3.261 -1.984
C 4.088 2.547 -0.848
H 3.400 -4.254 1.742
H 4.093 -5.059 3.964
H 6.487 -5.096 4.578
H 8.187 -4.338 2.950
H 7.505 -3.537 0.734
H 6.656 -1.293 0.591
H 8.167 0.317 -0.469
H 8.377 0.389 -2.932
H 7.073 -1.187 -4.325
H 5.569 -2.831 -3.251
H 6.002 1.616 0.710
H 7.846 1.409 2.318
H 7.731 -0.262 4.136
H 5.725 -1.694 4.365
H 3.853 -1.453 2.800
H 3.773 -0.535 -2.219
H 4.332 0.742 -4.240
H 4.764 3.172 -4.101
H 4.612 4.325 -1.917
H 3.988 3.064 0.100
C -0.804 3.888 -5.733
C -1.131 3.581 -4.301
C -2.431 3.688 -3.826
C -2.751 3.420 -2.501
C -4.186 3.562 -2.071
C -1.724 3.000 -1.631
C -2.092 2.613 -0.272
O -1.398 1.968 0.504
C -0.391 2.918 -2.087
C 0.764 2.578 -1.191
C -0.124 3.211 -3.413
H -1.703 4.093 -6.311
H -0.277 3.054 -6.199
H -0.151 4.759 -5.799
H -3.217 3.998 -4.503
H -4.773 3.966 -2.894
H -4.296 4.243 -1.227
H -4.617 2.600 -1.793
H -3.098 2.911 0.060
H 0.806 1.513 -0.938
H 0.714 3.098 -0.235
H 1.701 2.826 -1.685
H 0.903 3.173 -3.760
C -0.963 0.217 3.395
C -1.802 -0.775 2.652
C -1.178 -1.902 2.018
C -1.981 -2.921 1.423
C -3.335 -2.782 1.395
C -3.929 -1.625 1.952
C -3.184 -0.648 2.573
H -0.704 -0.124 4.397
H -1.464 1.181 3.438
H -0.152 -2.150 2.281
H -1.493 -3.803 1.029
H -3.961 -3.541 0.950
H -5.006 -1.522 1.913
H -3.665 0.217 3.009
*
```

Kohn-Sham gap, eV: 3.8269
Relative energy (zero: lowest compared OMol25 entry of this formula, charge and spin), kJ/mol: 460.9



Number 1: E_LUMO 4.004 eV, DFT total energy -154743.57398 eV, highest occupied orbital energy -1.5691 eV. Number 2: E_LUMO -2.525 eV, DFT total energy -79145.01900 eV, highest occupied orbital energy -5.6793 eV. Number 3: E_LUMO -5.760 eV, DFT total energy -212411.49302 eV, highest occupied orbital energy -9.5868 eV.